Record 1
{
  "formula": "C40H51IrN4O4PS2Te",
  "method": "ωB97M-V/def2-TZVPD",
  "species": ["Ir", "C", "C", "N", "C", "C", "S", "C", "C", "S", "C", "N", "C", "H", "H", "H", "H", "H", "H", "H", "H", "O", "N", "O", "C", "Te", "C", "C", "C", "C", "C", "C", "C", "H", "H", "H", "H", "H", "H", "H", "H", "C", "C", "C", "C", "C", "C", "N", "C", "C", "C", "C", "C", "C", "C", "O", "O", "C", "C", "H", "H", "H", "H", "H", "H", "H", "H", "H", "H", "H", "H", "H", "H", "C", "C", "C", "P", "C", "C", "C", "C", "C", "C", "H", "H", "H", "H", "H", "H", "H", "H", "H", "H", "H", "H", "H", "H", "H", "H", "H", "H", "H", "H", "H"],
  "positions_angstrom": [[0.717, -1.772, 0.606], [0.747, -2.858, 4.264], [2.041, -2.907, 3.507], [2.187, -2.634, 2.198], [3.508, -2.690, 1.856], [4.375, -2.832, 2.869], [3.559, -3.000, 4.379], [3.881, -2.151, 0.510], [5.078, -2.133, -0.128], [5.000, -1.156, -1.510], [3.362, -0.780, -1.177], [2.929, -1.435, -0.088], [2.424, 0.065, -2.077], [0.084, -2.263, 3.741], [1.016, -2.488, 5.265], [0.384, -3.878, 4.361], [5.430, -2.827, 2.770], [5.893, -2.774, 0.189], [1.605, 0.303, -1.439], [2.227, -0.536, -2.953], [2.955, 1.009, -2.437], [-2.442, -1.298, -2.332], [-2.318, -0.328, -3.028], [-3.260, 0.519, -3.101], [-3.311, 0.826, -0.102], [-4.933, -0.031, -1.160], [-5.519, 1.873, -1.739], [-4.520, 2.884, -1.104], [-4.636, 4.218, -1.277], [-3.731, 5.121, -0.693], [-2.705, 4.629, 0.055], [-2.554, 3.229, 0.265], [-3.477, 2.347, -0.306], [-2.419, 0.467, -0.520], [-3.307, 0.543, 0.961], [-6.564, 1.976, -1.548], [-5.369, 1.786, -2.745], [-5.271, 4.663, -2.026], [-3.918, 6.183, -0.943], [-1.951, 5.278, 0.449], [-1.681, 2.830, 0.778], [0.900, 6.122, -3.541], [1.450, 5.930, -2.116], [2.345, 6.817, -1.479], [2.976, 6.495, -0.304], [2.701, 5.356, 0.397], [1.692, 4.505, -0.139], [1.405, 3.265, 0.571], [0.848, 3.139, 1.767], [0.662, 4.313, 2.552], [0.292, 4.302, 3.886], [0.005, 3.098, 4.556], [0.092, 1.926, 3.817], [0.425, 1.955, 2.436], [0.513, 0.681, 1.657], [0.788, 0.551, 0.411], [0.277, -0.372, 2.295], [1.159, 4.700, -1.387], [0.304, 3.680, -1.976], [1.233, 7.076, -3.934], [-0.164, 5.939, -3.697], [1.333, 5.398, -4.219], [2.731, 7.709, -1.944], [3.757, 7.126, 0.091], [3.184, 5.071, 1.304], [1.372, 2.461, -0.102], [0.720, 5.290, 2.043], [0.197, 5.282, 4.357], [-0.326, 3.043, 5.602], [-0.188, 0.993, 4.237], [-0.405, 4.023, -2.730], [-0.267, 3.120, -1.212], [0.937, 2.941, -2.530], [0.561, -2.920, -2.531], [-0.512, -3.790, -1.874], [-0.730, -5.144, -2.670], [-0.213, -3.802, -0.018], [0.716, -5.290, 0.513], [0.111, -6.701, 0.730], [1.984, -5.322, -0.264], [-1.897, -3.948, 0.766], [-2.478, -2.571, 1.058], [-2.967, -4.777, 0.020], [0.709, -3.269, -3.587], [1.494, -2.920, -2.072], [0.187, -1.912, -2.334], [-1.545, -3.285, -1.867], [0.161, -5.780, -2.577], [-1.009, -4.886, -3.648], [-1.578, -5.690, -2.219], [0.985, -4.927, 1.542], [-0.245, -7.126, -0.167], [-0.652, -6.614, 1.542], [0.971, -7.312, 1.149], [1.796, -5.520, -1.347], [2.634, -6.110, 0.097], [2.481, -4.354, -0.296], [-1.683, -4.394, 1.726], [-2.747, -2.011, 0.142], [-1.836, -1.889, 1.551], [-3.343, -2.737, 1.760], [-3.507, -4.146, -0.674], [-3.680, -5.077, 0.732], [-2.631, -5.683, -0.448]],
  "lowdin_spin": [2.26, 0.00, 0.00, 0.09, 0.01, 0.00, 0.01, 0.01, 0.00, 0.01, 0.01, 0.09, 0.00, 0.00, 0.00, 0.00, 0.00, 0.00, 0.00, 0.00, 0.00, 0.08, 0.06, 0.26, 0.03, 0.51, 0.04, 0.00, 0.00, 0.00, 0.00, 0.00, 0.00, 0.00, 0.01, 0.01, 0.01, 0.00, 0.00, 0.00, 0.00, 0.00, 0.00, 0.00, 0.00, 0.00, 0.00, 0.00, 0.00, 0.00, 0.00, 0.00, 0.00, 0.00, 0.03, 0.08, 0.12, 0.00, 0.00, 0.00, 0.00, 0.00, 0.00, 0.00, 0.00, 0.00, 0.00, 0.00, 0.00, 0.00, 0.00, 0.00, 0.00, 0.03, 0.03, 0.01, 0.09, 0.00, 0.00, 0.00, 0.02, 0.04, 0.00, 0.00, 0.01, 0.01, 0.00, 0.00, 0.00, 0.00, 0.00, 0.00, 0.00, 0.00, 0.00, 0.00, 0.00, 0.00, 0.00, 0.02, 0.00, 0.00, 0.00, 0.00],
  "s2": 6.016,
  "relative_energy_kcal_mol": 56.8,
  "charge": 1,
  "multiplicity": 5,
  "lumo_energy_ev": [-2.3, -3.5],
  "orbital_gap_ev": [7.34, 6.08],
  "total_energy_ev": -97539.103
}

=====

Record 2
{
  "formula": "C40H53F3N7O2Si",
  "method": "ωB97M-V/def2-TZVPD",
  "species": ["C", "C", "O", "N", "C", "C", "C", "C", "C", "C", "F", "C", "F", "F", "C", "O", "C", "N", "C", "N", "N", "C", "C", "C", "C", "C", "C", "C", "C", "Si", "C", "C", "C", "C", "C", "C", "C", "C", "H", "H", "H", "H", "H", "H", "H", "H", "H", "H", "H", "H", "H", "H", "H", "H", "H", "H", "H", "H", "H", "H", "H", "H", "H", "H", "H", "H", "H", "H", "H", "H", "H", "H", "H", "H", "H", "H", "N", "C", "C", "C", "C", "H", "H", "H", "H", "H", "N", "C", "C", "C", "C", "H", "H", "H", "H", "H", "N", "C", "C", "C", "C", "H", "H", "H", "H", "H"],
  "positions_angstrom": [[2.594, -4.812, -0.462], [3.558, -3.945, -1.294], [4.210, -4.493, -2.154], [3.744, -2.552, -1.093], [3.939, -1.734, -2.297], [2.973, -1.963, -0.044], [3.711, -1.690, 1.127], [5.183, -1.983, 1.287], [6.057, -1.004, 0.466], [5.914, 0.439, 0.887], [4.726, 0.974, 1.258], [6.964, 1.256, 0.880], [8.207, 0.870, 1.015], [6.760, 2.554, 0.716], [2.952, -1.110, 2.153], [3.511, -0.773, 3.367], [3.679, -1.908, 4.030], [3.767, -2.948, 4.555], [1.604, -0.902, 1.843], [0.957, -1.201, 0.761], [1.669, -1.747, -0.209], [0.871, -2.044, -1.422], [0.767, -0.854, -2.406], [0.462, 0.515, -1.750], [-1.039, 0.719, -1.427], [-1.373, 2.210, -1.132], [-2.847, 2.533, -1.503], [-3.852, 2.041, -0.420], [-4.450, 0.633, -0.797], [-4.960, -0.274, 0.799], [-6.332, 0.762, 1.588], [-3.474, -0.445, 1.970], [-5.533, -2.006, 0.281], [-6.291, -2.128, -0.889], [-6.730, -3.387, -1.260], [-6.449, -4.511, -0.512], [-5.677, -4.385, 0.633], [-5.216, -3.142, 1.025], [1.683, -4.278, -0.174], [3.159, -5.145, 0.424], [2.363, -5.726, -1.016], [4.971, -1.870, -2.651], [3.301, -2.028, -3.139], [3.852, -0.667, -2.055], [5.492, -2.065, 2.335], [5.356, -2.983, 0.856], [7.116, -1.274, 0.541], [5.793, -1.055, -0.600], [1.005, -0.419, 2.623], [1.192, -2.958, -1.929], [-0.148, -2.238, -1.066], [1.626, -0.731, -3.070], [-0.087, -1.085, -3.061], [1.078, 0.726, -0.865], [0.708, 1.285, -2.499], [-1.684, 0.363, -2.240], [-1.244, 0.168, -0.496], [-1.296, 2.390, -0.050], [-0.733, 2.906, -1.690], [-3.137, 2.081, -2.464], [-2.969, 3.619, -1.638], [-4.689, 2.735, -0.280], [-3.292, 1.915, 0.520], [-5.351, 0.768, -1.410], [-3.657, 0.083, -1.320], [-5.882, 1.714, 1.913], [-7.093, 0.985, 0.826], [-6.795, 0.281, 2.458], [-3.202, 0.530, 2.390], [-3.736, -1.157, 2.764], [-2.643, -0.871, 1.385], [-6.518, -1.223, -1.449], [-7.344, -3.456, -2.160], [-6.821, -5.493, -0.798], [-5.447, -5.291, 1.194], [-4.604, -3.039, 1.920], [4.053, 4.241, 0.494], [4.149, 5.466, 1.093], [2.891, 6.006, 1.152], [1.999, 5.067, 0.570], [2.745, 3.988, 0.176], [4.822, 3.621, 0.315], [5.100, 5.848, 1.423], [2.638, 6.967, 1.568], [0.933, 5.172, 0.455], [2.461, 3.065, -0.303], [9.418, 1.381, -2.767], [9.181, 1.167, -4.097], [8.267, 0.155, -4.207], [7.934, -0.256, -2.889], [8.659, 0.522, -2.023], [10.052, 2.064, -2.394], [9.684, 1.752, -4.848], [7.879, -0.247, -5.129], [7.242, -1.035, -2.609], [8.703, 0.536, -0.954], [-9.891, 2.145, 2.157], [-9.383, 2.592, 3.348], [-10.196, 2.135, 4.351], [-11.232, 1.378, 3.743], [-11.016, 1.401, 2.392], [-9.499, 2.334, 1.253], [-8.491, 3.195, 3.377], [-10.062, 2.322, 5.403], [-12.044, 0.874, 4.242], [-11.563, 0.954, 1.578]],
  "mulliken_charge": [-1.02, 0.80, -0.57, 0.77, -1.29, -0.94, 0.31, -1.39, 0.05, 0.45, -0.21, 0.11, -0.26, -0.21, 0.60, -0.46, 0.50, -0.41, -0.51, -1.04, 1.53, -1.02, -0.91, -0.48, 0.14, -0.80, -1.26, -0.52, -0.45, -0.07, -1.10, -1.12, 0.78, -0.37, -0.49, -0.55, -0.46, -0.37, 0.30, 0.33, 0.36, 0.32, 0.33, 0.55, 0.61, 0.37, 0.55, -0.13, 0.52, 0.44, 0.57, 0.22, 0.60, -0.23, 0.77, 0.44, -0.29, 0.35, 0.46, 0.47, 0.37, 0.44, 0.09, 0.43, 0.29, 0.37, 0.21, 0.45, 0.40, 0.46, 0.16, 0.27, 0.35, 0.38, 0.38, 0.20, 0.10, -0.34, -0.85, -0.17, -0.48, 0.19, 0.39, 0.39, 0.47, 0.33, 0.00, -0.40, -0.81, 0.15, -1.00, 0.20, 0.39, 0.40, 0.44, 0.65, 0.03, -0.49, -0.39, -0.41, -0.50, 0.21, 0.39, 0.41, 0.39, 0.38],
  "relative_energy_kcal_mol": 0.0,
  "charge": 1,
  "lumo_energy_ev": -5.0,
  "orbital_gap_ev": 4.34,
  "total_energy_ev": -72885.228
}

=====

- What is the formula in the second record?
  C40H53F3N7O2Si

=====

- Which formula does entry 1 have?
  C40H51IrN4O4PS2Te

=====

- What is the formula in the second record?
  C40H53F3N7O2Si